1.
Entry from OMol25: the molecule C2H3N3 (wB97M-V/def2-TZVPD).

Computed properties:
Total charge: 0
SMILES: c1nc[nH]n1

Bonds (Å) are listed after each position.
Geometry (Å):
1 C -0.256 0.909 0.724  N2 1.339, N5 1.318, H6 1.075
2 N 0.635 -0.047 1.013  C1 1.339, C3 1.310
3 C 0.570 -0.859 -0.012  N2 1.310, N4 1.374, H7 1.071
4 N -0.409 -0.423 -0.871  C3 1.374, N5 1.352, H8 1.018
5 N -0.942 0.720 -0.386  C1 1.318, N4 1.352
6 H -0.302 1.780 1.353  C1 1.075
7 H 1.549 -1.283 -0.109  C3 1.071
8 H -0.844 -0.797 -1.712  N4 1.018

---

2.
Entry from OMol25: the molecule C2H3N3 (wB97M-V/def2-TZVPD).

Computed properties:
Total charge: 0
SMILES: c1nc[nH]n1

Bonds (Å) are listed after each position.
Geometry (Å):
1 C 1.215 -0.209 -0.017  N2 1.384, N5 1.320, H6 1.079
2 N 0.281 -1.230 -0.024  C1 1.384, C3 1.288
3 C -0.827 -0.575 0.029  N2 1.288, N4 1.355, H7 1.064
4 N -0.642 0.767 -0.039  C3 1.355, N5 1.410, H8 1.007
5 N 0.744 1.024 -0.016  C1 1.320, N4 1.410
6 H 2.286 -0.311 0.061  C1 1.079
7 H -1.790 -1.012 -0.082  C3 1.064
8 H -1.266 1.547 0.087  N4 1.007

---

3.
Entry from OMol25: the molecule C2H3N3 (wB97M-V/def2-TZVPD).

Computed properties:
Total charge: 0
SMILES: c1nc[nH]n1

Bonds (Å) are listed after each position.
Geometry (Å):
1 C 1.183 -0.296 0.025  N2 1.369, N5 1.216, H6 1.150
2 N 0.120 -1.153 -0.062  C1 1.369, C3 1.283
3 C -0.914 -0.394 -0.114  N2 1.283, N4 1.228, H7 1.080
4 N -0.503 0.763 -0.086  C3 1.228, N5 1.433, H8 1.012
5 N 0.925 0.886 -0.104  C1 1.216, N4 1.433
6 H 2.240 -0.744 -0.049  C1 1.150
7 H -1.959 -0.559 0.102  C3 1.080
8 H -1.091 1.497 0.287  N4 1.012

---

4.
Entry from OMol25: the molecule C2H3N3 (wB97M-V/def2-TZVPD).

Computed properties:
Total charge: 0
SMILES: c1nnc[nH]1

Bonds (Å) are listed after each position.
Geometry (Å):
1 C 0.991 -0.181 0.308  N2 1.304, N5 1.363, H6 1.081
2 N 0.390 -1.302 0.596  C1 1.304, N3 1.373
3 N -0.899 -1.207 0.132  N2 1.373, C4 1.304
4 C -1.030 -0.033 -0.419  N3 1.304, N5 1.363, H7 1.079
5 N 0.137 0.665 -0.335  C1 1.363, C4 1.363, H8 1.008
6 H 2.024 0.055 0.522  C1 1.081
7 H -1.919 0.349 -0.895  C4 1.079
8 H 0.319 1.604 -0.653  N5 1.008

---

Q: Which HOMO values were calculated for the entries above? A: -10.04 -10.36 -10.19 -10.03, in eV.
Q: Which frontier orbital gap values were calculated for the entries above? A: 0.407 0.417 0.405 0.394, in hartree.